Record 1
Formula: C2H3N4O
Source: the Open Molecules 2025 dataset
Level of theory: ωB97M-V with the def2-TZVPD basis set

Bonds (Å) are listed after each position.
CARTESIAN COORDINATES (ANGSTROEM)
1 C -0.363 0.158 0.000  C2 1.530, N3 1.360, N4 1.410
2 C 1.151 0.317 -0.148  C1 1.530, O7 1.405, H8 1.200, H9 1.110
3 N -1.269 1.172 0.011  C1 1.360, N5 1.348
4 N -1.079 -1.055 0.061  C1 1.410, N6 1.337
5 N -2.482 0.600 0.152  N3 1.348, N6 1.290
6 N -2.361 -0.685 0.146  N4 1.337, N5 1.290
7 O 1.899 -0.656 0.537  C2 1.405, H10 0.981
8 H 1.322 0.438 -1.329  C2 1.200
9 H 1.508 1.308 0.201  C2 1.110
10 H 1.674 -1.597 0.369  O7 0.981

Properties
- M: 99.07 g/mol
- Total charge: -1
- 2S+1: 1
- HOMO energy: -4.6 eV
- Relative energy (zero: lowest compared OMol25 entry of this formula, charge and spin): 8.1 kcal/mol


Record 2
Formula: C3H14O3S
Source: the Open Molecules 2025 dataset
Level of theory: ωB97M-V with the def2-TZVPD basis set

Bonds (Å) are listed after each position.
CARTESIAN COORDINATES (ANGSTROEM)
1 C 1.209 -0.369 -2.582  C2 1.549, H5 1.093, H6 1.093, H7 1.085
2 C 0.339 -0.877 -1.406  C1 1.549, C3 1.523, H8 1.086, H9 1.091
3 C -1.015 -0.182 -1.459  C2 1.523, S4 1.837, H10 1.085, H11 1.086
4 S -1.981 -0.642 0.034  C3 1.837, H12 1.369
5 H 2.009 -1.062 -2.857  C1 1.093
6 H 1.715 0.547 -2.264  C1 1.093
7 H 0.669 -0.147 -3.497  C1 1.085
8 H 0.321 -1.963 -1.406  C2 1.086
9 H 0.838 -0.516 -0.505  C2 1.091
10 H -1.536 -0.413 -2.382  C3 1.085
11 H -0.974 0.881 -1.237  C3 1.086
12 H -3.226 -0.584 -0.532  S4 1.369
13 O 0.808 0.303 2.115  H14 0.970, H15 0.944
14 H 0.338 0.507 2.938  O13 0.970
15 H 0.739 -0.631 1.988  O13 0.944
16 O 2.094 3.289 1.630  H17 0.974, H18 0.957
17 H 2.146 2.332 1.799  O16 0.974
18 H 1.586 3.366 0.823  O16 0.957
19 O -1.707 -1.302 3.214  H20 0.972, H21 0.965
20 H -1.714 -1.152 2.254  O19 0.972
21 H -2.661 -1.385 3.331  O19 0.965

Properties
- M: 130.21 g/mol
- 2S+1: 1
- HOMO energy: -9.4 eV
- SMILES: CCCS.O.O.O
- Relative energy (zero: lowest compared OMol25 entry of this formula, charge and spin): 16.4 kcal/mol


Record 3
Formula: CH4N6O
Source: the Open Molecules 2025 dataset
Level of theory: ωB97M-V with the def2-TZVPD basis set

Bonds (Å) are listed after each position.
CARTESIAN COORDINATES (ANGSTROEM)
1 C -0.886 1.093 1.712  O8 1.406, H9 1.087, H10 1.092, H11 1.095
2 N -0.391 0.765 -2.779  N4 1.128
3 N 1.429 -1.587 -0.531  N5 1.120, N6 1.184
4 N -0.584 0.817 -1.669  N2 1.128, N7 1.189
5 N 1.269 -0.734 0.178  N3 1.120
6 N 1.368 -2.475 -1.312  N3 1.184, H12 1.004
7 N -0.747 0.563 -0.518  N4 1.189, O8 1.392
8 O -1.118 1.541 0.400  C1 1.406, N7 1.392
9 H -1.181 1.926 2.345  C1 1.087
10 H 0.169 0.855 1.863  C1 1.092
11 H -1.501 0.218 1.942  C1 1.095
12 H 2.173 -2.982 -1.632  N6 1.004

Properties
- M: 116.08 g/mol
- 2S+1: 1
- HOMO energy: -8.9 eV
- Relative energy (zero: lowest compared OMol25 entry of this formula, charge and spin): 83.4 kcal/mol


Record 4
Formula: C19H25NO2
Source: the Open Molecules 2025 dataset
Level of theory: ωB97M-V with the def2-TZVPD basis set

Bonds (Å) are listed after each position.
CARTESIAN COORDINATES (ANGSTROEM)
1 C -1.848 -4.419 0.646  C2 1.524, H23 1.088, H24 1.088, H25 1.088
2 C -1.528 -2.930 0.673  C1 1.524, C3 1.527, H26 1.093, H27 1.092
3 C -2.727 -2.081 0.254  C2 1.527, C4 1.527, H28 1.093, H29 1.093
4 C -2.416 -0.587 0.307  C3 1.527, C5 1.527, H30 1.091, H31 1.093
5 C -3.593 0.257 -0.177  C4 1.527, C6 1.529, H32 1.093, H33 1.093
6 C -3.410 1.757 0.062  C5 1.529, C7 1.532, H34 1.091, H35 1.092
7 C -2.169 2.350 -0.613  C6 1.532, C8 1.526, O9 1.436, H36 1.097
8 C -2.344 3.831 -0.936  C7 1.526, H37 1.088, H38 1.086, H39 1.088
9 O -1.060 2.213 0.288  C7 1.436, C10 1.349
10 C 0.090 1.710 -0.206  O9 1.349, O11 1.203, N12 1.367
11 O 0.263 1.365 -1.345  C10 1.203
12 N 1.004 1.643 0.807  C10 1.367, C13 1.411, H40 1.011
13 C 2.377 1.368 0.633  N12 1.411, C14 1.374, C22 1.419
14 C 3.300 2.281 1.083  C13 1.374, C15 1.400, H41 1.081
15 C 4.671 2.062 0.905  C14 1.400, C16 1.366, H42 1.080
16 C 5.110 0.936 0.267  C15 1.366, C17 1.410, H43 1.080
17 C 4.195 -0.041 -0.175  C16 1.410, C18 1.411, C22 1.421
18 C 4.631 -1.228 -0.799  C17 1.411, C19 1.366, H44 1.081
19 C 3.740 -2.193 -1.174  C18 1.366, C20 1.403, H45 1.080
20 C 2.371 -2.021 -0.921  C19 1.403, C21 1.367, H46 1.080
21 C 1.912 -0.876 -0.332  C20 1.367, C22 1.410, H47 1.077
22 C 2.802 0.156 0.030  C13 1.419, C17 1.421, C21 1.410
23 H -0.979 -5.002 0.944  C1 1.088
24 H -2.664 -4.647 1.328  C1 1.088
25 H -2.143 -4.728 -0.354  C1 1.088
26 H -1.216 -2.643 1.680  C2 1.093
27 H -0.693 -2.727 -0.001  C2 1.092
28 H -3.572 -2.300 0.912  C3 1.093
29 H -3.021 -2.352 -0.763  C3 1.093
30 H -1.545 -0.388 -0.320  C4 1.091
31 H -2.163 -0.305 1.332  C4 1.093
32 H -3.745 0.080 -1.244  C5 1.093
33 H -4.499 -0.063 0.343  C5 1.093
34 H -4.291 2.280 -0.312  C6 1.091
35 H -3.332 1.953 1.134  C6 1.092
36 H -1.928 1.802 -1.531  C7 1.097
37 H -2.583 4.385 -0.031  C8 1.088
38 H -3.145 3.962 -1.657  C8 1.086
39 H -1.425 4.229 -1.359  C8 1.088
40 H 0.755 2.175 1.630  N12 1.011
41 H 2.964 3.188 1.567  C14 1.081
42 H 5.373 2.801 1.262  C15 1.080
43 H 6.165 0.771 0.105  C16 1.080
44 H 5.690 -1.362 -0.968  C18 1.081
45 H 4.083 -3.098 -1.653  C19 1.080
46 H 1.680 -2.805 -1.195  C20 1.080
47 H 0.861 -0.758 -0.127  C21 1.077

Properties
- M: 299.41 g/mol
- 2S+1: 1
- HOMO energy: -8.0 eV
- SMILES: CCCCCC[C@@H](C)OC(=O)Nc1cccc2ccccc12
- Relative energy (zero: lowest compared OMol25 entry of this formula, charge and spin): 0.0 kcal/mol


Record 5
Formula: C2H3N3OS
Source: the Open Molecules 2025 dataset
Level of theory: ωB97M-V with the def2-TZVPD basis set

Bonds (Å) are listed after each position.
CARTESIAN COORDINATES (ANGSTROEM)
1 N -2.286 -0.345 0.230  O2 1.429, H8 1.022, H9 1.016
2 O -1.174 -1.099 -0.257  N1 1.429, C3 1.460
3 C 0.064 -0.345 -0.081  O2 1.460, N4 1.283, S7 1.734
4 N 0.146 0.931 0.030  C3 1.283, N5 1.325
5 N 1.402 1.335 0.145  N4 1.325, C6 1.279
6 C 2.262 0.388 0.119  N5 1.279, S7 1.747, H10 1.072
7 S 1.569 -1.206 -0.055  C3 1.734, C6 1.747
8 H -2.208 0.600 -0.150  N1 1.022
9 H -3.093 -0.805 -0.184  N1 1.016
10 H 3.318 0.546 0.203  C6 1.072

Properties
- M: 117.13 g/mol
- 2S+1: 1
- HOMO energy: -9.3 eV
- SMILES: NOc1nncs1
- Relative energy (zero: lowest compared OMol25 entry of this formula, charge and spin): 56.4 kcal/mol


Record 6
Formula: C7H11N4O4
Source: the Open Molecules 2025 dataset
Level of theory: ωB97M-V with the def2-TZVPD basis set

Bonds (Å) are listed after each position.
CARTESIAN COORDINATES (ANGSTROEM)
1 C -3.136 1.539 -1.557  C3 1.343, H16 1.180, H17 1.066
2 C -0.617 0.169 -1.127  C4 1.435, N11 1.273, H18 1.150
3 C -2.867 0.870 -0.424  C1 1.343, C4 1.495, C6 1.456
4 C -1.804 -0.182 -0.401  C2 1.435, C3 1.495, N9 1.314
5 C 4.356 -0.889 -0.005  C7 1.416, N10 1.255
6 C -3.426 1.180 0.885  C3 1.456, H19 1.025, H20 1.122, H21 1.083
7 C 4.372 -2.288 0.212  C5 1.416, H22 1.155, H23 1.111, H24 1.100
8 N 1.408 -1.060 -1.369  N11 1.136
9 N -1.944 -1.274 0.316  C4 1.314, O12 1.215, O13 1.439
10 N 4.495 0.345 0.175  C5 1.255, O14 1.372, O15 1.283
11 N 0.423 -0.565 -1.096  C2 1.273, N8 1.136
12 O -2.877 -1.819 0.870  N9 1.215
13 O -0.708 -2.007 0.382  N9 1.439, H25 0.998
14 O 3.447 1.184 -0.108  N10 1.372, H26 1.003
15 O 5.526 0.897 0.702  N10 1.283
16 H -3.891 2.444 -1.611  C1 1.180
17 H -2.728 1.413 -2.534  C1 1.066
18 H -0.536 1.159 -1.706  C2 1.150
19 H -3.802 2.121 1.039  C6 1.025
20 H -4.299 0.482 0.990  C6 1.122
21 H -2.589 0.939 1.527  C6 1.083
22 H 4.325 -2.981 -0.711  C7 1.155
23 H 3.726 -2.664 1.034  C7 1.111
24 H 5.397 -2.512 0.543  C7 1.100
25 H -0.925 -2.794 0.955  O13 0.998
26 H 3.584 2.177 -0.144  O14 1.003

Properties
- M: 215.19 g/mol
- Total charge: +1
- 2S+1: 1
- HOMO energy (spin up / spin down): -11.4 / -11.1 eV
- Relative energy (zero: lowest compared OMol25 entry of this formula, charge and spin): 224.9 kcal/mol


Record 7
Formula: C3H6N2O
Source: the Open Molecules 2025 dataset
Level of theory: ωB97M-V with the def2-TZVPD basis set

Bonds (Å) are listed after each position.
CARTESIAN COORDINATES (ANGSTROEM)
1 C 0.187 -0.819 -0.297  C2 1.540, C3 1.446, O6 1.395, H7 1.093
2 C 0.254 0.312 0.746  C1 1.540, N5 1.394, O6 1.436
3 C -1.068 -1.194 -0.911  C1 1.446, H9 1.080, H10 1.192, H11 1.013
4 N 1.186 2.402 0.828  N5 1.215, H12 1.117
5 N 1.330 1.199 0.749  C2 1.394, N4 1.215
6 O 0.399 -1.083 1.056  C1 1.395, C2 1.436
7 H 1.163 -0.973 -0.764  C1 1.093
8 H -1.301 0.700 1.169  no bonds
9 H -1.288 -0.563 -1.760  C3 1.080
10 H -1.992 -0.862 -0.235  C3 1.192
11 H -0.983 -2.132 -1.283  C3 1.013
12 H 2.113 3.013 0.703  N4 1.117

Properties
- M: 86.09 g/mol
- 2S+1: 1
- HOMO energy: -9.0 eV
- Relative energy (zero: lowest compared OMol25 entry of this formula, charge and spin): 150.8 kcal/mol